Model 1:
This record from the Open Molecules 2025 dataset describes a 2-piece molecular cluster, C3H9IN2 overall. The level of theory is ωB97M-V/def2-TZVPD.

Cartesian coordinates (Å):
C 1.94652 -0.41781 -0.13663
C -0.22093 1.49572 -0.38358
C -2.04794 -1.28005 0.11940
N 1.10478 0.07674 0.93082
N 0.02183 0.80232 0.83409
I -3.69552 -0.04580 -0.20497
H 1.45852 -1.23353 -0.68333
H 2.18062 0.38457 -0.83490
H 2.87094 -0.78740 0.30017
H 0.31623 2.45062 -0.38112
H 0.05992 0.94263 -1.28654
H -1.28747 1.71869 -0.41610
H -2.06691 -1.77903 1.07513
H -1.78520 -1.88429 -0.73027
H 1.14462 -0.44337 1.79782

Computed properties:
M	200.0	g/mol
E_HOMO (spin up / spin down)	-0.3012 / -0.2466	Eh

***

Model 2:
This record from the Open Molecules 2025 dataset describes one molecule with the formula C3H9IN2. The level of theory is ωB97M-V/def2-TZVPD.

Cartesian coordinates (Å):
C -0.27840 1.67029 0.79248
C -0.87777 0.27048 -1.13983
C 0.46929 -1.83329 0.43857
N -0.23734 0.31052 0.16712
N 0.75282 -0.44642 0.62457
I 2.81260 0.02906 -0.11407
H 0.29458 1.49872 1.61519
H 0.13304 2.31620 -0.00671
H -1.39925 1.92923 1.09759
H -0.15476 0.75892 -1.82065
H -1.07292 -0.79179 -1.62006
H -1.78529 0.74233 -1.18866
H 1.48004 -2.24034 0.64004
H -0.21987 -2.02414 1.14131
H 0.08324 -2.18975 -0.62688

Computed properties:
M	200.0	g/mol
E_HOMO	-0.2939	Eh
SMILES	CN(C)N(C)I

***

Stability check: which of them is most stable? model 2.